Record 1
Here is an isolated molecule of C22H20N2O5 at a distorted geometry from the Open Molecules 2025 dataset. Energies are from ωB97M-V/def2-TZVPD.

Calculated values
SMILES string ... O=C(c1cc2ccccc2oc1=O)N1CCN(Cc2ccc3c(c2)OCO3)CC1
E_tot ... -36355.9652 eV
Energy above the lowest of the compared OMol25 structures with the same formula, charge and spin ... 57.6 kcal per mole
Highest occupied orbital energy ... -8.2 eV
LUMO energy ... -0.355 eV
Total charge ... 0
Molar mass ... 392.4 g/mol
Frontier orbital gap ... 7.87 eV

Each line ends with the Löwdin charge.
Cartesian coordinates (Å):
O  -1.525  -3.285  1.367  0.076
C  -1.222  -2.556  0.438  -0.427
C  0.222  -2.314  0.101  -0.039
C  1.078  -1.908  1.065  0.058
C  2.455  -1.666  0.763  -0.145
C  3.380  -1.178  1.692  -0.018
C  4.681  -0.942  1.315  -0.079
C  5.087  -1.188  0.005  -0.065
C  4.195  -1.669  -0.929  0.013
C  2.875  -1.910  -0.555  -0.180
O  2.025  -2.384  -1.494  0.144
C  0.703  -2.620  -1.247  -0.400
O  0.029  -3.061  -2.145  0.136
N  -2.123  -1.890  -0.306  -0.038
C  -1.805  -0.908  -1.319  -0.109
C  -2.829  0.243  -1.240  -0.147
N  -3.340  0.443  0.100  -0.154
C  -2.337  0.803  1.107  -0.140
C  -1.341  1.811  0.605  -0.221
C  -1.764  3.056  0.161  -0.041
C  -0.873  4.006  -0.330  0.019
C  0.458  3.662  -0.357  -0.202
C  0.893  2.417  0.095  -0.188
C  0.017  1.479  0.579  0.055
O  2.255  2.332  -0.039  0.032
C  2.664  3.567  -0.589  -0.158
O  1.536  4.392  -0.785  0.036
C  -4.126  -0.717  0.495  -0.147
C  -3.537  -2.045  -0.040  -0.098
H  0.723  -1.743  2.074  0.143
H  3.053  -0.990  2.703  0.119
H  5.392  -0.565  2.034  0.104
H  6.110  -0.999  -0.282  0.107
H  4.491  -1.866  -1.947  0.123
H  -0.803  -0.514  -1.139  0.114
H  -1.818  -1.372  -2.312  0.127
H  -3.692  0.030  -1.875  0.124
H  -2.368  1.166  -1.593  0.116
H  -2.895  1.238  1.946  0.131
H  -1.796  -0.075  1.486  0.118
H  -2.818  3.284  0.192  0.120
H  -1.206  4.970  -0.675  0.119
H  0.374  0.526  0.932  0.103
H  3.165  3.391  -1.554  0.140
H  3.368  4.061  0.100  0.140
H  -5.139  -0.588  0.099  0.116
H  -4.190  -0.739  1.583  0.118
H  -3.652  -2.848  0.688  0.121
H  -4.030  -2.336  -0.973  0.128

---

Record 2
Here is an isolated molecule of C22H20N2O5S from the Open Molecules 2025 dataset. Energies are from ωB97M-V/def2-TZVPD.

Calculated values
SMILES string ... C[C@H](Oc1ccc(C(=O)c2ccccc2)cc1)C(=O)Nc1ccc(S(N)(=O)=O)cc1
E_tot ... -47191.9449 eV
Energy above the lowest of the compared OMol25 structures with the same formula, charge and spin ... 19.0 kcal per mole
Highest occupied orbital energy ... -9.0 eV
LUMO energy ... -0.245 eV
Total charge ... 0
Molar mass ... 424.5 g/mol
Frontier orbital gap ... 8.77 eV

Each line ends with the Löwdin charge.
Cartesian coordinates (Å):
C  1.553  -3.487  4.379  -0.005
C  0.727  -3.284  3.111  -0.278
O  1.628  -2.923  2.070  -0.017
C  1.135  -2.405  0.909  -0.254
C  -0.206  -2.425  0.531  0.003
C  -0.618  -1.679  -0.553  0.015
C  0.286  -0.932  -1.309  -0.140
C  -0.266  -0.052  -2.360  -0.298
O  -1.415  -0.204  -2.757  0.050
C  0.567  1.043  -2.899  -0.158
C  1.466  1.763  -2.115  -0.054
C  2.160  2.827  -2.658  -0.064
C  1.974  3.181  -3.984  -0.071
C  1.075  2.477  -4.768  -0.066
C  0.366  1.424  -4.225  -0.008
C  1.647  -1.054  -1.022  -0.018
C  2.063  -1.769  0.080  0.014
C  -0.351  -2.206  3.324  -0.450
O  -1.484  -2.486  3.629  0.107
N  0.113  -0.935  3.102  0.152
C  -0.578  0.049  2.385  -0.218
C  -1.955  -0.016  2.176  0.007
C  -2.546  0.831  1.256  -0.042
C  -1.774  1.753  0.579  -0.284
S  -2.475  2.711  -0.750  0.615
N  -3.355  1.531  -1.531  -0.047
O  -1.387  3.190  -1.563  -0.297
O  -3.416  3.670  -0.253  -0.298
C  -0.430  1.897  0.859  -0.059
C  0.175  1.042  1.759  -0.006
H  0.900  -3.795  5.190  0.094
H  2.302  -4.255  4.208  0.088
H  2.056  -2.564  4.656  0.087
H  0.206  -4.218  2.859  0.163
H  -0.937  -2.984  1.093  0.124
H  -1.664  -1.640  -0.817  0.130
H  1.591  1.513  -1.073  0.098
H  2.845  3.391  -2.041  0.106
H  2.520  4.013  -4.402  0.104
H  0.918  2.758  -5.798  0.105
H  -0.349  0.874  -4.818  0.120
H  2.382  -0.587  -1.659  0.118
H  3.109  -1.833  0.338  0.122
H  1.121  -0.856  3.018  0.147
H  -2.538  -0.759  2.695  0.109
H  -3.598  0.766  1.036  0.118
H  -4.127  1.926  -2.043  0.075
H  -2.779  0.947  -2.130  0.031
H  0.124  2.659  0.334  0.109
H  1.236  1.112  1.951  0.120

---

Record 3
Here is C22H20N4O7Rh as an isolated structure at a distorted geometry from the Open Molecules 2025 dataset. Energies are from ωB97M-V/def2-TZVPD.

Calculated values
E_tot ... -46437.3630 eV
Energy above the lowest of the compared OMol25 structures with the same formula, charge and spin ... 22.3 kcal per mole
Highest occupied orbital energy (alpha / beta) ... -5.4 / -5.4 eV
LUMO energy (alpha / beta) ... 0.499 / 0.591 eV
Total charge ... -1
Molar mass ... 555.3 g/mol
Frontier orbital gap (alpha / beta) ... 5.91 / 6.01 eV

Each line ends with the Löwdin charge.
Cartesian coordinates (Å):
Rh  0.396  -0.535  0.942  1.294
O  2.546  -2.346  -2.320  0.048
C  1.888  -1.998  -1.354  -0.622
O  1.540  -0.843  -1.009  -0.056
C  1.356  -3.111  -0.409  -0.171
C  1.924  -4.369  -0.292  0.012
C  1.397  -5.236  0.656  -0.041
C  0.324  -4.840  1.438  -0.007
C  -0.164  -3.556  1.257  -0.179
N  0.337  -2.736  0.347  0.087
C  -1.213  -2.891  2.169  -0.626
O  -2.137  -3.558  2.598  0.057
O  -0.972  -1.666  2.359  -0.096
H  2.777  -4.630  -0.901  0.118
H  1.843  -6.204  0.825  0.106
H  -0.085  -5.469  2.212  0.123
C  -3.210  0.257  0.982  -0.076
C  -2.475  -0.459  -0.153  -0.215
C  -2.226  0.404  -1.350  -0.169
C  -3.025  0.331  -2.474  -0.043
C  -2.753  1.112  -3.587  -0.086
C  -1.636  1.925  -3.590  -0.055
C  -0.804  2.025  -2.483  -0.161
C  0.454  2.844  -2.601  -0.201
C  0.185  4.350  -2.633  -0.096
C  -1.135  1.297  -1.324  -0.182
N  -0.383  1.360  -0.172  0.030
C  0.117  2.468  0.288  -0.069
C  1.030  2.431  1.342  -0.317
C  1.815  3.431  1.955  -0.051
C  2.610  2.774  2.875  -0.091
C  2.266  1.413  2.818  -0.125
N  1.328  1.214  1.904  -0.006
H  -3.036  -0.272  1.916  0.063
H  -4.281  0.289  0.796  0.070
H  -2.843  1.275  1.090  0.070
H  -3.014  -1.365  -0.437  0.121
H  -1.463  -0.765  0.230  0.024
H  -3.867  -0.347  -2.481  0.109
H  -3.393  1.061  -4.456  0.095
H  -1.389  2.494  -4.476  0.109
H  0.957  2.571  -3.532  0.119
H  1.134  2.608  -1.781  0.101
H  -0.414  4.618  -3.500  0.067
H  1.125  4.896  -2.680  0.071
H  -0.361  4.676  -1.749  0.060
H  -0.203  3.432  -0.106  0.131
H  1.804  4.482  1.725  0.095
H  3.353  3.204  3.518  0.085
H  2.644  0.600  3.413  0.085
O  2.796  -1.552  4.012  0.019
N  2.324  -2.167  3.073  -0.559
O  2.015  -3.346  3.153  0.036
O  2.195  -1.583  1.958  -0.107